208
Properties=species:S:1:pos:R:3 method="wB97M-V/def2-TZVPD" e_tot_ev=-211671.5818 spin_multiplicity=1 e_lumo_ev=-6.194 charge=+3 homo_lumo_gap_ev=6.9
C 5.60 1.66 -3.18
C 4.99 0.30 -2.84
O 4.50 0.04 -1.75
N 5.01 -0.77 -3.99
H 4.12 -0.87 -4.45
H 5.63 -0.45 -4.72
C 5.68 -2.07 -3.44
H 6.63 1.50 -3.51
H 5.61 2.24 -2.25
H 5.10 2.21 -3.98
H 5.06 -2.52 -2.68
H 6.74 -1.90 -3.25
H 5.60 -2.77 -4.28
C -0.32 -1.01 0.26
C -0.49 0.22 -0.61
C 0.82 0.51 -1.46
N 0.58 1.56 -2.64
C -0.34 1.05 -3.81
C -0.57 2.11 -4.85
C -1.20 3.38 -4.21
C -0.27 3.93 -3.05
C 0.01 2.85 -2.03
C 2.00 1.80 -3.21
H 0.06 -1.78 -0.42
H -1.33 -1.22 0.60
H 0.36 -0.77 1.08
H -0.52 1.07 0.06
H -1.34 0.16 -1.29
H 1.29 -0.31 -1.99
H 1.51 0.88 -0.70
H -1.24 0.87 -3.23
H 0.12 0.13 -4.16
H -1.42 1.80 -5.47
H 0.33 2.28 -5.44
H -2.13 3.01 -3.79
H -1.57 4.11 -4.93
H -0.75 4.81 -2.63
H 0.70 4.28 -3.42
H -0.98 2.58 -1.63
H 0.60 3.12 -1.16
H 2.69 2.20 -2.46
H 1.91 2.51 -4.04
H 2.38 0.84 -3.55
C -2.80 -4.55 4.24
C -1.86 -5.61 3.73
C -1.72 -5.75 2.21
N -0.59 -6.81 1.82
C -0.55 -6.76 0.23
C 0.11 -5.40 -0.19
C 1.45 -5.21 0.35
C 1.63 -5.40 1.85
C 0.85 -6.57 2.41
C -1.02 -8.28 2.20
H -2.68 -4.38 5.31
H -3.87 -4.70 4.06
H -2.67 -3.61 3.70
H -2.12 -6.58 4.16
H -0.91 -5.45 4.23
H -1.33 -4.77 1.96
H -2.64 -5.99 1.67
H -1.58 -6.91 -0.11
H 0.02 -7.64 -0.07
H -0.40 -4.45 -0.02
H 0.15 -5.49 -1.28
H 1.98 -4.29 0.11
H 2.06 -5.98 -0.11
H 1.19 -4.54 2.36
H 2.66 -5.41 2.22
H 0.85 -6.57 3.50
H 1.41 -7.43 2.05
H -0.32 -8.91 1.65
H -2.01 -8.37 1.76
H -0.95 -8.40 3.28
C 7.32 2.77 0.62
C 6.20 2.04 1.25
C 6.60 0.64 1.83
N 5.37 0.00 2.52
C 4.42 -0.60 1.41
C 3.31 -1.43 1.91
C 3.77 -2.60 2.82
C 4.78 -2.14 3.86
C 5.93 -1.26 3.33
C 4.57 0.87 3.42
H 7.81 2.27 -0.22
H 8.09 2.94 1.37
H 6.97 3.74 0.26
H 5.29 1.94 0.65
H 5.82 2.67 2.06
H 7.31 0.70 2.66
H 6.87 -0.07 1.04
H 5.05 -1.15 0.71
H 3.99 0.30 0.96
H 2.79 -1.84 1.05
H 2.51 -0.80 2.32
H 4.05 -3.52 2.30
H 2.98 -2.95 3.48
H 5.32 -2.96 4.35
H 4.20 -1.58 4.59
H 6.44 -1.82 2.54
H 6.56 -0.89 4.14
H 5.17 1.33 4.21
H 3.69 0.46 3.91
H 4.16 1.78 2.99
C 1.52 8.14 2.13
C 0.33 8.17 1.21
C -0.73 7.10 1.72
N -2.15 7.16 1.02
C -1.99 7.20 -0.53
C -3.37 7.07 -1.23
C -4.14 5.82 -0.70
C -4.29 5.81 0.83
C -2.98 5.95 1.55
C -2.82 8.47 1.51
H 1.15 8.15 3.16
H 2.18 8.98 1.94
H 2.15 7.25 2.02
H 0.70 7.96 0.20
H -0.12 9.16 1.08
H -0.93 7.13 2.79
H -0.49 6.05 1.56
H -1.48 6.25 -0.69
H -1.41 8.07 -0.83
H -3.26 7.04 -2.32
H -3.86 8.01 -1.01
H -3.58 4.91 -0.91
H -5.06 5.72 -1.28
H -4.77 4.92 1.24
H -4.96 6.63 1.08
H -2.48 5.01 1.30
H -2.97 5.96 2.64
H -2.78 8.46 2.60
H -3.87 8.48 1.21
H -2.24 9.33 1.17
C -4.07 -7.12 -2.32
C -4.56 -6.14 -1.32
C -5.32 -4.96 -1.90
N -6.06 -4.01 -0.94
C -5.13 -3.38 0.20
C -3.89 -2.60 -0.35
C -4.37 -1.34 -1.05
C -5.33 -1.77 -2.13
C -6.52 -2.76 -1.74
C -7.21 -4.75 -0.22
H -3.33 -7.83 -1.96
H -3.54 -6.59 -3.11
H -4.83 -7.75 -2.77
H -3.75 -5.82 -0.65
H -5.29 -6.69 -0.73
H -6.12 -5.35 -2.53
H -4.50 -4.48 -2.44
H -4.74 -4.23 0.76
H -5.87 -2.84 0.78
H -3.24 -3.20 -1.00
H -3.33 -2.28 0.53
H -3.53 -0.76 -1.44
H -4.78 -0.63 -0.35
H -4.82 -2.22 -2.98
H -5.69 -0.88 -2.64
H -7.01 -3.12 -2.64
H -7.25 -2.28 -1.08
H -6.89 -5.58 0.41
H -7.75 -5.17 -1.06
H -7.79 -3.93 0.21
C -6.01 -0.87 6.80
F -6.25 -1.90 7.53
F -7.22 -0.47 6.38
F -5.53 0.18 7.44
S -4.87 -1.32 5.26
O -3.76 -2.00 5.92
O -5.68 -2.07 4.34
N -4.63 0.20 4.40
S -3.24 -0.01 3.86
O -2.28 0.22 4.91
O -2.95 -1.15 3.02
C -3.06 1.45 2.61
F -3.37 0.93 1.41
F -3.88 2.44 2.98
F -1.79 1.90 2.50
C 2.25 5.48 -0.60
F 2.73 5.16 -1.81
F 2.68 6.70 -0.28
F 0.97 5.47 -0.62
S 3.10 4.17 0.60
O 3.05 2.89 -0.08
O 4.50 4.66 0.63
N 2.34 4.32 2.16
S 1.22 3.35 2.09
O 0.24 3.63 1.08
O 1.67 1.98 2.24
C 0.45 3.67 3.94
F -0.22 4.81 3.82
F -0.38 2.74 4.31
F 1.45 3.72 4.84
C 2.30 -3.15 -4.03
F 2.72 -2.26 -3.16
F 3.28 -4.00 -4.24
F 1.22 -3.76 -3.50
S 1.83 -2.30 -5.67
O 2.28 -3.30 -6.65
O 0.42 -1.99 -5.55
N 2.92 -0.88 -5.64
S 2.94 -0.43 -7.10
O 3.76 -1.21 -8.01
O 1.64 -0.08 -7.69
C 3.74 1.40 -6.93
F 5.08 1.38 -6.67
F 3.51 2.15 -8.05
F 3.20 2.10 -5.87